Entry 1:
This record from OMol25 describes 2 unconnected molecules or ions with the total composition C6H12ClNO3. The level of theory is wB97M-V/def2-TZVPD.

Each line ends with the Löwdin charge.
CARTESIAN COORDINATES (ANGSTROEM)
C (-1.253302, 0.861021, -2.161436)  -0.049
C (-1.697953, -1.429777, -1.183074)  -0.098
C (2.162087, -0.880803, 1.988534)  -0.006
C (-1.615887, 0.052245, -1.146377)  -0.266
C (0.953714, -0.754543, 0.934147)  -0.432
C (0.934398, 0.410931, -0.025471)  -0.650
N (0.554671, 1.597956, 0.415302)  -0.298
O (0.232732, 1.746179, 1.638181)  -0.048
O (0.449195, 2.687119, -0.401842)  0.086
O (-0.273164, -0.896939, 1.618761)  -0.044
Cl (1.718408, 0.256363, -1.483017)  0.838
H (-0.189667, 3.292676, -0.126697)  0.098
H (-1.238217, 1.908322, -2.074948)  0.031
H (-1.112847, 0.467058, -3.133201)  0.046
H (-1.568827, -1.772292, -2.255571)  0.101
H (-1.079806, -1.944933, -0.422350)  0.067
H (-2.693313, -1.699982, -0.906144)  0.062
H (2.961981, -1.091623, 1.259852)  0.079
H (1.728091, -1.628392, 2.680186)  0.093
H (2.223784, 0.151602, 2.425400)  0.086
H (-1.994386, 0.576938, -0.261533)  0.107
H (1.102752, -1.739769, 0.412972)  0.140
H (-0.304440, -0.169358, 2.208327)  0.057

Atoms 1-3, force components in eV/Å:
-1.2 -1.8 1.1
0.2 -0.3 -1.1
-2.0 2.3 -1.9

Computed properties:
E_LUMO: 0.49 eV
multiplicity: 1
net charge: 0
SMILES: C[C@@H](O)/C(Cl)=[N+](\[O-])O.C=CC
energy above the lowest of the compared OMol25 structures with the same formula, charge and spin: 0.0 kcal/mol
orbital gap: 9.24 eV

***

Entry 2:
This record from OMol25 describes a molecular structure, C6H12CoO6. The level of theory is wB97M-V/def2-TZVPD.

Each line ends with the Löwdin charge.
CARTESIAN COORDINATES (ANGSTROEM)
Co (-0.265030, 0.128483, -0.460089)  0.799
O (0.991740, -1.639127, -0.117129)  -0.367
C (0.356560, -2.716817, -0.785749)  -0.443
C (-0.728420, -2.360197, -1.869929)  -0.439
O (-1.444790, -1.114247, -1.833059)  -0.388
H (-0.028020, -3.427677, -0.054399)  0.037
H (1.195530, -3.284887, -1.187649)  0.035
H (-1.339630, -3.253977, -1.995119)  0.025
H (-0.336580, -2.517237, -2.874869)  0.031
O (-1.524120, 1.136223, 0.924671)  -0.384
C (-1.575560, 0.279023, 2.088981)  -0.420
C (-0.945490, 0.573893, 3.498011)  -0.520
O (0.437170, 0.910793, 3.550251)  -0.484
H (-1.179100, -0.719287, 1.903771)  0.055
H (-2.567310, -0.128367, 2.285401)  0.026
H (-1.177320, -0.270247, 4.147451)  0.015
H (-1.464590, 1.415053, 3.957441)  0.014
O (-0.395050, 2.124873, -1.765229)  -0.399
C (0.976530, 2.166073, -2.092269)  -0.489
C (1.933930, 2.108043, -0.801019)  -0.468
O (1.575730, 1.295173, 0.301441)  -0.342
H (1.253980, 2.999563, -2.737579)  0.020
H (1.318140, 1.273343, -2.616149)  0.037
H (1.976910, 3.088403, -0.326519)  0.033
H (2.954790, 1.933123, -1.140659)  0.017

Atoms 1-3, force components in eV/Å:
0.5 1.3 0.9
-1.9 -0.4 -1.3
1.1 2.2 1.0

Computed properties:
E_LUMO (alpha / beta): 11.30 / 11.31 eV
multiplicity: 4
net charge: -4
energy above the lowest of the compared OMol25 structures with the same formula, charge and spin: 0.0 kcal/mol
orbital gap (alpha / beta): 4.41 / 4.42 eV

***

Entry 3:
This record from OMol25 describes a single C6H12F3NS2 molecule. The level of theory is wB97M-V/def2-TZVPD.

Each line ends with the Löwdin charge.
CARTESIAN COORDINATES (ANGSTROEM)
C (0.082944, 1.385449, -1.665756)  -0.181
C (0.166564, 2.127895, 0.630130)  -0.080
C (-1.435371, -2.828198, -0.392193)  -0.414
C (1.519254, -0.779702, 1.511813)  -0.249
C (-0.792715, -0.026631, 0.051840)  -0.848
C (-2.283851, 0.461682, 0.305452)  -0.674
N (0.124255, 0.998678, -0.351664)  -0.324
F (-2.446659, 1.668164, -0.224672)  0.145
F (-3.221764, -0.395912, -0.271774)  0.044
F (-2.698626, 0.597780, 1.529897)  0.122
S (-0.750420, -1.368987, -1.207452)  0.885
S (-0.383493, -0.716654, 1.728509)  0.893
H (0.736809, 0.808016, -2.344446)  0.077
H (-0.915311, 1.352608, -2.123353)  0.082
H (0.505683, 2.512008, -1.736539)  0.142
H (-0.046796, 3.073807, 0.200034)  0.058
H (-0.464394, 1.896848, 1.569983)  0.094
H (1.254964, 2.253340, 0.984693)  0.105
H (-1.406492, -3.592571, -1.144393)  0.017
H (-2.582949, -2.545604, -0.188760)  0.084
H (-1.013177, -3.165565, 0.536125)  0.003
H (1.836923, 0.027036, 0.901298)  0.016
H (1.594086, -1.640639, 0.921514)  0.003
H (1.980900, -0.796990, 2.412544)  -0.003

Atoms 1-3, force components in eV/Å:
1.1 3.2 -3.8
1.6 -1.5 2.1
-3.5 1.6 0.3

Computed properties:
E_LUMO: 0.65 eV
multiplicity: 1
net charge: 0
SMILES: CSC(SC)(N(C)C)C(F)(F)F
orbital gap: 9.43 eV

***

Entry 4:
This record from OMol25 describes a molecular structure, C6H12F5IrOS3Te. The level of theory is wB97M-V/def2-TZVPD.

Each line ends with the Löwdin charge.
CARTESIAN COORDINATES (ANGSTROEM)
Ir (8.507250, 6.539806, 5.389654)  0.996
C (11.096312, 8.279875, 6.889075)  -0.302
C (10.869326, 8.995637, 5.585776)  -0.333
S (9.806701, 7.935853, 4.420039)  0.849
C (11.469167, 7.225797, 3.962326)  -0.334
C (10.976817, 5.966815, 3.226150)  -0.441
S (9.986471, 4.785835, 4.239997)  1.015
C (11.143441, 4.758292, 5.658776)  -0.456
C (11.024740, 5.469294, 6.971812)  -0.340
S (9.827542, 6.907106, 6.984766)  0.888
H (10.922786, 8.881091, 7.759203)  0.117
H (12.089979, 7.890575, 7.029431)  0.113
H (11.745124, 9.208747, 5.011375)  0.096
H (10.279276, 9.939364, 5.773682)  0.146
H (12.195688, 6.993135, 4.764808)  0.118
H (11.878207, 8.013450, 3.266127)  0.153
H (11.772689, 5.338022, 2.739719)  0.151
H (10.341145, 6.214796, 2.435967)  0.070
H (12.146645, 4.834791, 5.184170)  0.121
H (11.103433, 3.684673, 5.875849)  0.112
H (12.043713, 5.692595, 7.319337)  0.134
H (10.577131, 4.807935, 7.740320)  0.124
F (7.246159, 4.046307, 5.833344)  -0.392
Te (5.722118, 4.752281, 4.908027)  1.915
F (4.762642, 3.745589, 6.149213)  -0.266
F (6.012757, 3.324893, 3.792113)  -0.260
F (5.511661, 5.992033, 6.356704)  -0.331
F (4.286958, 5.238439, 3.838959)  -0.247
O (6.908267, 5.930175, 4.121864)  -0.418

Atoms 1-3, force components in eV/Å:
-5.2 -2.4 -1.0
-1.0 -0.2 -0.1
-2.9 2.0 0.4

Computed properties:
E_LUMO (alpha / beta): -11.89 / -16.99 eV
multiplicity: 6
net charge: +3
orbital gap (alpha / beta): 8.31 / 6.01 eV

***

Entry 5:
This record from OMol25 describes a single C6H12FN molecule. The level of theory is wB97M-V/def2-TZVPD.

Each line ends with the Löwdin charge.
CARTESIAN COORDINATES (ANGSTROEM)
C (2.527788, -0.840923, -0.338933)  -0.092
C (1.609642, 0.313635, -0.086177)  -0.300
C (-0.560797, 1.226841, -0.397902)  -0.203
C (-2.029297, 0.914313, -0.039055)  -0.073
C (-1.924893, -0.630352, 0.300030)  -0.242
C (-0.421120, -0.859727, 0.557189)  -0.156
H (2.219459, -1.627466, 0.343587)  0.059
H (3.606365, -0.564198, -0.227781)  0.087
H (2.362473, -1.212572, -1.384516)  0.094
H (1.609625, 0.659701, 1.004308)  0.132
H (1.901517, 1.226715, -0.610825)  0.114
H (-0.230694, 1.965338, 0.318653)  0.103
H (-0.485767, 1.686161, -1.420211)  0.135
H (-2.418640, 1.498882, 0.794966)  0.107
H (-2.704036, 1.105601, -0.829038)  0.090
H (-2.481652, -0.940598, 1.150065)  0.120
H (-0.273431, -0.641126, 1.627593)  0.126
H (-0.179697, -1.944488, 0.433820)  0.137
N (0.229529, 0.032864, -0.352005)  -0.193
F (-2.356373, -1.368599, -0.843767)  -0.045

Atoms 1-3, force components in eV/Å:
0.4 -0.2 -1.0
-0.1 1.4 1.7
-0.9 1.5 -1.3

Computed properties:
E_LUMO: 1.08 eV
multiplicity: 1
net charge: 0
SMILES: CCN1CC[C@@H](F)C1
energy above the lowest of the compared OMol25 structures with the same formula, charge and spin: 12.3 kcal/mol
orbital gap: 9.67 eV

***

Entry 6:
This record from OMol25 describes a gas-phase ion, C6H12IN2 (charge +1). The level of theory is wB97M-V/def2-TZVPD.

Each line ends with the Löwdin charge.
CARTESIAN COORDINATES (ANGSTROEM)
C (-0.390433, 0.498998, -1.615389)  -0.110
C (-0.411043, 1.560497, -0.885243)  -0.096
C (0.359435, -0.729558, -1.528513)  -0.233
C (-0.381616, 0.675956, 1.363105)  -0.174
C (0.933985, -0.883225, -0.147753)  -0.692
C (0.715133, -2.168002, 0.509905)  -0.179
N (-1.704453, 0.244595, 1.357858)  0.088
N (0.095199, 1.741648, 0.468001)  -0.003
I (2.915455, -0.003253, 0.118793)  0.943
H (-1.067635, 0.655927, -2.422353)  0.130
H (-0.934820, 2.382151, -1.364938)  0.137
H (-0.392533, -1.398859, -1.784269)  0.109
H (1.136735, -0.753326, -2.314243)  0.143
H (0.251092, 0.419105, 2.203584)  0.128
H (1.413001, -2.884399, -0.033813)  0.110
H (-0.368014, -2.444411, 0.435080)  0.106
H (1.259698, -2.124305, 1.527299)  0.096
H (-2.312216, 0.358175, 2.183811)  0.122
H (-2.161501, 0.316183, 0.440586)  0.103
H (1.119460, 1.778953, 0.649878)  0.048
H (-0.074937, 2.757160, 0.838622)  0.225

Atoms 1-3, force components in eV/Å:
0.3 0.2 -1.1
-0.6 2.5 0.4
1.3 0.9 0.7

Computed properties:
E_LUMO (alpha / beta): -3.70 / -3.75 eV
multiplicity: 1
net charge: +1
energy above the lowest of the compared OMol25 structures with the same formula, charge and spin: 79.3 kcal/mol
orbital gap (alpha / beta): 8.01 / 8.10 eV

***

Entry 7:
This record from OMol25 describes a single C6H12INO molecule. The level of theory is wB97M-V/def2-TZVPD.

Each line ends with the Löwdin charge.
CARTESIAN COORDINATES (ANGSTROEM)
C (-0.584644, -1.780465, -0.790634)  -0.162
C (-1.069481, -0.706960, 0.159614)  -0.150
C (0.961726, -1.771048, -0.444096)  -0.347
C (0.048365, 0.394952, 0.296580)  -0.537
C (0.105594, 0.996474, 1.630193)  -0.081
C (-0.071577, 1.549059, -0.762509)  -0.239
N (1.222217, -0.378654, -0.311609)  -0.526
O (-0.987692, 2.528798, -0.414873)  -0.074
I (3.216507, 0.004400, 0.158897)  0.819
H (-1.165252, -2.767581, -0.761530)  0.128
H (-0.724918, -1.515216, -1.865874)  0.105
H (-2.105088, -0.353478, 0.132547)  0.120
H (-1.176333, -1.102658, 1.228886)  0.122
H (1.104477, -2.328323, 0.434911)  0.071
H (1.654647, -2.307695, -1.191377)  0.121
H (1.147457, 1.157484, 2.055129)  0.060
H (-0.277596, 0.329185, 2.532686)  0.114
H (-0.601835, 1.862175, 1.619114)  0.093
H (-0.496606, 1.035936, -1.726123)  0.147
H (1.002546, 1.952442, -0.913166)  0.119
H (-1.202509, 3.201168, -1.066776)  0.097

Atoms 1-3, force components in eV/Å:
0.1 -0.8 -1.2
-0.4 0.1 2.8
-0.9 -1.6 -2.1

Computed properties:
E_LUMO: 0.04 eV
multiplicity: 1
net charge: 0
SMILES: C[C@]1(CO)CCCN1I
energy above the lowest of the compared OMol25 structures with the same formula, charge and spin: 19.3 kcal/mol
orbital gap: 8.39 eV

***

Entry 8:
This record from OMol25 describes a molecular structure, C6H12InO2. The level of theory is wB97M-V/def2-TZVPD.

Each line ends with the Löwdin charge.
CARTESIAN COORDINATES (ANGSTROEM)
In (-16.426290, 8.942920, 19.724620)  0.999
C (-19.960620, 4.984060, 13.694520)  0.087
C (-20.498680, 6.356480, 14.090130)  -0.260
O (-19.820630, 7.100190, 14.840380)  0.318
C (-21.906090, 6.669080, 13.755600)  0.089
H (-18.954370, 4.928510, 13.279200)  0.120
H (-20.561950, 4.705450, 12.829140)  0.115
H (-20.054770, 4.258940, 14.502870)  0.133
H (-21.894210, 7.745330, 13.583380)  0.133
H (-22.657510, 6.445060, 14.512750)  0.149
H (-22.139750, 6.115540, 12.846160)  0.126
C (-14.799090, 1.091870, 17.745690)  0.083
C (-14.361590, 2.333650, 16.937150)  -0.243
O (-14.772730, 3.495850, 17.182490)  0.303
C (-13.394610, 2.152650, 15.797670)  0.086
H (-15.401330, 1.237340, 18.642480)  0.114
H (-13.988820, 0.427330, 18.045590)  0.128
H (-15.377280, 0.466300, 17.065660)  0.129
H (-12.581310, 1.544830, 16.194180)  0.136
H (-13.023590, 3.127890, 15.482460)  0.117
H (-13.883460, 1.683620, 14.943770)  0.139

Atoms 1-3, force components in eV/Å:
0.1 0.2 0.2
0.5 -1.1 -1.7
2.9 2.1 4.4

Computed properties:
E_LUMO: -17.13 eV
multiplicity: 1
net charge: +3
energy above the lowest of the compared OMol25 structures with the same formula, charge and spin: 0.0 kcal/mol
orbital gap: 1.97 eV

***

Entry 9:
This record from OMol25 describes a molecular structure, C6H12InO6. The level of theory is wB97M-V/def2-TZVPD.

Each line ends with the Löwdin charge.
CARTESIAN COORDINATES (ANGSTROEM)
In (-3.048593, -4.229678, -1.100170)  0.994
C (-2.678717, -0.118115, 4.182343)  0.082
O (-2.554525, 0.913557, 3.183612)  0.160
C (-2.629531, 0.648692, 1.901919)  -0.529
O (-2.888049, -0.458493, 1.412731)  0.234
O (-2.327269, 1.733975, 1.252643)  0.158
C (-2.482989, 1.731952, -0.179599)  0.069
H (-2.158168, 0.164282, 5.097416)  0.137
H (-2.178605, -1.048202, 3.912243)  0.122
H (-3.737396, -0.342920, 4.311803)  0.151
H (-2.189780, 0.785922, -0.634770)  0.112
H (-1.898593, 2.542254, -0.615482)  0.131
H (-3.482005, 1.986673, -0.533420)  0.152
C (2.771914, -0.556703, 0.123615)  0.041
O (2.957069, -0.546097, -1.281512)  0.058
C (2.017665, -0.870387, -2.188565)  -0.400
O (0.961500, -1.459942, -1.909619)  0.288
O (2.412383, -0.660646, -3.480801)  0.153
C (3.472224, 0.174826, -3.712012)  0.042
H (3.015474, -1.559620, 0.474230)  0.137
H (1.758907, -0.222783, 0.348148)  0.105
H (3.407896, 0.134318, 0.676897)  0.133
H (3.292966, 1.184334, -3.342064)  0.171
H (3.843047, 0.260782, -4.733378)  0.149
H (4.343176, -0.187980, -3.166209)  0.150

Atoms 1-3, force components in eV/Å:
-0.2 -0.3 -0.1
0.8 -0.7 0.0
0.1 -0.3 0.8

Computed properties:
E_LUMO: -17.97 eV
multiplicity: 1
net charge: +3
energy above the lowest of the compared OMol25 structures with the same formula, charge and spin: 17.5 kcal/mol
orbital gap: 2.13 eV

***

Entry 10:
This record from OMol25 describes a molecular structure, C6H12MnOP. The level of theory is wB97M-V/def2-TZVPD.

Each line ends with the Löwdin charge.
CARTESIAN COORDINATES (ANGSTROEM)
C (1.298722, -1.271679, -0.031443)  -0.236
C (1.229078, -2.042412, 1.175909)  -0.195
C (0.040781, -2.809436, 1.081751)  -0.220
C (-0.512903, -2.729323, -0.221279)  -0.212
C (0.218048, -1.712314, -0.905255)  -0.251
Mn (-0.614031, 1.684080, -1.022879)  0.502
P (1.336907, 2.754687, -1.588376)  0.672
H (2.086159, -0.554249, -0.268366)  0.033
H (1.875950, -1.971971, 2.045712)  0.060
H (-0.296958, -3.498149, 1.841081)  0.058
H (-0.005176, -1.338613, -1.898979)  0.026
H (-1.434335, -3.204932, -0.549297)  0.059
H (1.415687, 2.729270, -3.019811)  -0.098
H (2.632441, 2.682673, -1.029255)  -0.089
H (0.782353, 4.041300, -1.211171)  -0.107
C (-2.982447, 0.698575, 0.886330)  -0.074
O (-1.890387, 1.536278, 0.469705)  -0.303
H (-3.124117, 0.825305, 1.970143)  0.099
H (-2.740222, -0.339096, 0.643448)  0.092
H (-3.865935, 1.040303, 0.328505)  0.090
H (-1.875430, 2.361559, 0.987966)  0.092

Atoms 1-3, force components in eV/Å:
-0.6 -0.7 0.0
-1.2 1.0 -1.1
0.6 -0.8 -0.5

Computed properties:
E_LUMO (alpha / beta): -0.98 / -0.56 eV
multiplicity: 5
net charge: 0
energy above the lowest of the compared OMol25 structures with the same formula, charge and spin: 50.4 kcal/mol
orbital gap (alpha / beta): 4.59 / 4.99 eV